# 1
{"formula": "C3H7NO2", "method": "ωB97M-V/def2-TZVPD", "species": ["C", "C", "O", "C", "O", "N", "H", "H", "H", "H", "H", "H", "H"], "xyz": [[0.8977, 1.4312, 0.2856], [-0.0361, 0.2944, 0.3052], [-0.4964, -0.1546, -0.9941], [0.3439, -0.9621, -0.2949], [-0.4927, -2.3790, 0.2721], [-1.8177, -2.1916, 0.0504], [1.6672, 1.1187, -0.3287], [1.1610, 1.5492, 1.2786], [0.3326, 2.3787, -0.1376], [-0.7758, 0.1359, 1.0147], [1.2939, -1.0866, -0.7361], [-1.8674, -2.0079, -0.9937], [-2.0649, -1.2016, 0.4579]], "atomic_forces_ev_per_a": [[-3.601, 1.828, -1.135], [0.438, -1.041, -1.225], [-0.390, 0.151, -0.477], [-2.112, -2.219, 1.048], [3.361, 2.627, -0.684], [-1.219, 2.798, -1.135], [1.934, 0.089, -1.196], [1.073, 0.846, 1.900], [1.386, -1.763, 0.908], [-1.352, 0.493, 1.556], [0.966, -1.118, -0.199], [-0.563, -0.360, 1.419], [0.079, -2.332, -0.778]], "relative_energy_ev": 5.646, "energy_ha": -323.5735, "smiles": "C[C@H]1O[C@@H]1ON", "molar_mass_g_mol": 89.1, "homo_energy_ev": -9.52}

---

# 2
{"formula": "C6H9N", "method": "ωB97M-V/def2-TZVPD", "species": ["C", "N", "C", "C", "C", "C", "C", "H", "H", "H", "H", "H", "H", "H", "H", "H"], "xyz": [[-0.5751, -1.9069, -0.6038], [-0.5545, -0.4386, -0.5578], [-0.2178, 0.0033, 0.8324], [1.2554, 0.2405, 0.5000], [0.6875, 0.8394, -0.7751], [-0.2465, 1.9148, -0.3261], [-0.8638, 1.3637, 0.7273], [-1.4002, -2.2115, 0.0720], [-0.8616, -2.2929, -1.5848], [0.3201, -2.4387, -0.2376], [-0.4989, -0.6685, 1.6469], [1.7859, -0.6901, 0.2733], [1.8498, 0.8827, 1.1624], [1.3277, 1.0528, -1.6420], [-0.5200, 2.7985, -0.8920], [-1.8103, 1.6177, 1.1832]], "atomic_forces_ev_per_a": [[0.226, -0.081, -0.204], [0.120, 0.127, -0.051], [-0.163, -0.003, 0.411], [0.036, -0.092, 0.186], [-0.130, -0.368, -0.215], [-0.196, -0.138, 0.055], [0.005, 0.250, 0.043], [0.340, 0.282, -0.229], [0.263, 0.196, -0.044], [0.050, 0.158, -0.165], [-0.130, 0.119, -0.127], [-0.108, 0.058, 0.260], [-0.109, -0.010, -0.219], [-0.517, -0.614, -0.007], [0.092, -0.161, 0.116], [0.221, 0.276, 0.192]], "relative_energy_ev": 4.021, "energy_ha": -288.6343, "molar_mass_g_mol": 95.1, "homo_energy_ev": -8.29}

---

# 3
{"formula": "C3H6F2NP", "method": "ωB97M-V/def2-TZVPD", "species": ["H", "N", "C", "P", "C", "C", "F", "F", "H", "H", "H", "H", "H"], "xyz": [[1.7200, 1.1846, 1.6465], [1.0597, 0.4854, 1.3492], [0.7187, 0.5291, 0.1288], [1.1533, 1.9066, -1.1450], [-0.2701, -0.4322, -0.2678], [-1.0548, -1.0972, 0.8104], [0.4602, -1.3924, -0.9879], [-1.0826, 0.0949, -1.2492], [1.2191, 0.8375, -1.9398], [-0.2408, 1.9219, -1.7084], [-1.5722, -1.9975, 0.3379], [-1.7911, -0.5751, 1.3877], [-0.3193, -1.4656, 1.6377]], "atomic_forces_ev_per_a": [[0.340, 0.463, -0.197], [0.049, -0.445, -0.328], [0.990, 3.656, 1.775], [-1.705, 0.072, 0.901], [-1.186, -1.979, -1.840], [0.746, -3.236, 1.073], [-0.305, -0.136, 0.496], [-0.570, -0.300, 0.564], [1.016, -1.323, -1.916], [1.393, 0.647, 0.934], [0.712, 1.112, 0.640], [-0.300, 1.007, -0.314], [-1.181, 0.463, -1.788]], "relative_energy_ev": 0.319, "energy_ha": -713.6880, "smiles": "[H]/N=C(\\P)C(C)(F)F", "molar_mass_g_mol": 125.1, "homo_energy_ev": -10.05}

---

# 4
{"formula": "C5H14", "method": "ωB97M-V/def2-TZVPD", "species": ["C", "C", "C", "H", "H", "H", "H", "H", "H", "H", "H", "C", "C", "H", "H", "H", "H", "H", "H"], "xyz": [[1.6676, -0.9755, -1.2136], [1.7417, -0.8170, 0.2906], [0.9588, -1.9185, 0.9800], [2.0221, -1.9701, -1.5540], [1.9693, -0.1570, -1.8761], [0.6684, -1.2929, -1.5645], [2.7991, -0.8408, 0.5921], [1.4945, 0.2147, 0.6013], [0.4624, -2.5187, 0.2301], [1.5856, -2.5174, 1.6490], [0.1335, -1.5129, 1.5869], [-2.0049, 1.2257, -0.4665], [-1.7861, 2.3286, 0.5283], [-1.2187, 1.1603, -1.2069], [-2.3085, 0.3749, 0.1379], [-2.9238, 1.2818, -1.0854], [-2.6630, 2.5159, 1.1477], [-1.6377, 3.2810, 0.0082], [-0.9603, 2.1379, 1.2149]], "atomic_forces_ev_per_a": [[-1.212, -1.480, -1.311], [1.102, 0.924, -0.145], [-0.571, 0.484, 0.867], [1.343, 0.649, 0.319], [0.348, -0.251, 0.393], [-0.559, 1.182, 0.542], [-0.108, -0.322, -0.105], [-0.565, -0.486, -0.176], [0.091, -0.535, -0.049], [-0.210, -0.085, -0.285], [0.314, -0.057, -0.056], [-1.721, -0.304, -0.119], [-0.400, 1.361, -0.188], [0.487, -0.740, 0.340], [1.036, -0.922, -0.341], [0.279, 0.879, 0.288], [-0.130, -0.260, 0.072], [0.366, -0.017, 0.188], [0.110, -0.021, -0.234]], "relative_energy_ev": 0.838, "energy_ha": -198.8584, "smiles": "CCC.CC", "molar_mass_g_mol": 74.2, "homo_energy_ev": -10.74}

---

# 5
{"formula": "C3H4P2", "method": "ωB97M-V/def2-TZVPD", "species": ["C", "C", "C", "P", "P", "H", "H", "H", "H"], "xyz": [[-0.1704, -0.4219, -0.9004], [-0.3114, 0.4411, 0.1204], [-2.0976, 0.4609, 0.8156], [-3.2240, 0.8270, -0.5800], [-3.0936, -1.0267, 0.2899], [0.8092, -0.3419, -1.1725], [-0.9013, -1.0537, -1.2341], [0.4767, 1.1473, 0.4314], [-2.1012, 0.8438, 1.7810]], "atomic_forces_ev_per_a": [[0.448, 3.197, 3.529], [-4.355, -0.800, 0.441], [3.740, -0.820, -3.314], [0.026, -1.146, 1.042], [0.185, 1.573, -0.352], [2.416, -0.771, -1.894], [-1.485, -1.555, -1.028], [-0.665, -0.462, 0.116], [-0.310, 0.784, 1.461]], "relative_energy_ev": 1.777, "energy_ha": -799.2775, "molar_mass_g_mol": 102.0, "homo_energy_ev": -8.62}

---

# 6
{"formula": "C14H17Br2ClF9N2OP2S", "method": "ωB97M-V/def2-TZVPD", "species": ["C", "C", "P", "C", "C", "C", "C", "C", "S", "N", "C", "F", "F", "C", "F", "F", "C", "F", "F", "C", "F", "F", "F", "N", "C", "P", "O", "Cl", "H", "H", "H", "H", "H", "H", "H", "H", "H", "H", "H", "H", "H", "Br", "C", "C", "Br", "H", "H", "H", "H"], "xyz": [[3.6428, -2.8679, 0.1656], [4.3132, -1.8516, -0.9351], [3.4844, -0.1364, -1.0645], [3.5963, 0.8726, 0.5513], [4.1266, 0.0400, 1.8603], [1.6823, -0.2611, -1.7301], [1.1045, -1.7270, -2.1772], [-0.4646, -1.6243, -2.7548], [-1.2162, -3.2612, -3.2535], [-1.0595, -0.2552, -2.7620], [-2.4945, -0.1352, -3.3286], [-2.6039, -0.7573, -4.7040], [-2.8286, 1.3129, -3.6316], [-3.6771, -0.6718, -2.3739], [-4.8608, 0.2443, -2.5986], [-4.1973, -2.0254, -2.8017], [-3.4563, -0.7424, -0.7763], [-4.7314, -1.3509, -0.2265], [-2.3888, -1.6581, -0.2882], [-3.2845, 0.6628, 0.0323], [-2.9791, 1.8573, -0.7700], [-2.2858, 0.4159, 1.1388], [-4.5762, 0.9621, 0.7574], [-0.5935, 0.9679, -2.3892], [0.7786, 1.0789, -1.8681], [1.4658, 2.8369, -1.4010], [1.0418, 4.0060, -2.6485], [0.5497, 3.5108, 0.3941], [3.1930, -3.8217, -0.3468], [2.8910, -2.3350, 0.9199], [4.5323, -3.2647, 0.8558], [5.4651, -1.7328, -0.7346], [4.1654, -2.3752, -1.9975], [2.5918, 1.3981, 0.8484], [4.4002, 1.7310, 0.3563], [4.6514, 0.7992, 2.5989], [4.9117, -0.7884, 1.5947], [3.2190, -0.4887, 2.4079], [1.7020, -2.7291, -2.0898], [-1.5508, -3.8779, -2.0046], [0.6257, 4.7982, -2.1753], [-0.1446, 1.9339, 4.7601], [-1.9509, 1.3163, 4.3597], [-2.9713, 2.0090, 5.2323], [-2.9793, 1.2636, 7.0351], [-1.9489, 0.2287, 4.4726], [-2.1096, 1.5679, 3.3070], [-3.9824, 1.8410, 4.8513], [-2.7992, 3.0841, 5.3324]], "atomic_forces_ev_per_a": [[0.991, -0.359, 1.198], [-0.763, -1.573, -0.190], [-1.124, 0.182, -0.899], [0.705, 0.986, 1.583], [-0.136, -0.250, 0.381], [-1.021, -1.530, 0.406], [-3.887, 4.863, -0.902], [5.161, 0.836, 2.627], [-0.122, 1.209, 1.163], [-0.742, -2.078, -0.895], [-1.163, 2.270, -3.981], [0.653, 1.645, 4.922], [1.604, -5.002, 1.409], [-4.274, -1.140, -1.308], [4.003, -2.955, 1.047], [2.198, 4.459, 1.392], [-1.661, -2.587, 2.765], [4.272, 1.948, -2.030], [-3.015, 2.773, -2.259], [-1.161, 2.301, 3.205], [-0.672, -4.538, 2.848], [-3.148, 1.341, -4.143], [4.736, -0.887, -2.740], [5.191, -1.381, 1.497], [-4.086, -3.716, -1.613], [1.241, 1.518, -1.150], [-0.876, -1.111, 3.253], [-0.158, -0.701, -1.394], [0.642, 1.998, 1.041], [1.475, -1.261, -1.945], [-2.020, 0.764, -1.484], [-2.388, 0.092, -0.542], [0.582, 1.452, 2.137], [1.846, -1.077, -0.823], [-1.884, -1.874, 0.128], [-1.230, -1.593, -1.536], [-1.485, 1.677, 0.416], [1.963, 1.179, -1.110], [-1.461, 2.175, -0.264], [0.611, 1.332, -1.209], [0.596, -1.402, -0.980], [-0.008, -0.110, -0.036], [0.043, 0.136, -0.275], [-0.242, -0.137, 0.190], [0.046, 0.128, -0.127], [-0.065, 0.298, 0.075], [-0.027, -0.010, 0.253], [0.211, 0.001, -0.011], [0.050, -0.293, -0.087]], "energy_ha": -8315.6005, "molar_mass_g_mol": 689.6, "homo_energy_ev": -11.80, "total_charge": 1}